Entry 1:
Formula: C17H23F5NO2P2Rh
Source: the OMol25 dataset
Level of theory: ωB97M-V/def2-TZVPD

Computed properties:
Energy above the lowest of the compared OMol25 structures with the same formula, charge and spin = 17.1 kcal per mole
Lowest unoccupied orbital energy (spin up / spin down) = -6.397 / -10.884 eV
HOMO-LUMO gap (spin up / spin down) = 7.096 / 4.336 eV
Strongest force on any atom = 5.0 eV/A

Structure (ORCA input):
```
! RIJCOSX wB97M-V def2-TZVPD def2/J DEFGRID3
* xyz 2 5
Rh -0.31101 0.36791 0.35380
P 1.13480 -0.08644 1.82667
C 2.31980 -1.23285 0.90382
C 1.69904 -1.78231 -0.32996
N 0.70025 -1.06791 -0.88805
C 0.24242 -1.31820 -2.13522
C 0.71641 -2.40670 -2.82001
C 1.64749 -3.25577 -2.26793
C 2.24402 -2.87168 -1.05413
C -0.75727 -0.36379 -2.69821
P -0.65291 1.30040 -1.87950
H 3.03181 -3.45756 -0.54005
H 0.27970 -2.59383 -3.78691
H 2.05059 -4.11492 -2.80244
H -0.56929 -0.16491 -3.75816
H -1.78312 -0.68465 -2.51359
H 3.12466 -0.54052 0.57445
H 2.92243 -1.95120 1.47826
H 3.39178 1.22580 -0.43418
O 4.11419 0.52701 -0.71004
H 4.78009 0.57877 -0.06047
H 1.00803 1.94211 -0.62780
O 1.97655 2.27208 -0.33645
H 2.42701 3.07311 -0.55189
C 0.52551 2.27494 -2.93708
H 0.26960 2.04015 -3.99732
H 0.36729 3.34352 -2.69995
H 1.56386 1.96777 -2.67683
C -2.28005 2.12543 -1.89351
H -2.11221 3.15254 -1.51663
H -2.60516 2.10521 -2.95602
H -2.93689 1.53746 -1.22316
C 0.46597 -1.09604 3.17001
H 1.24442 -1.50105 3.81063
H -0.15527 -0.37719 3.69228
H -0.14110 -1.87046 2.71153
C 2.13233 1.25750 2.52637
H 1.42196 1.76256 3.19752
H 3.00562 0.91769 3.09609
H 2.40209 1.94218 1.69871
F -2.07573 2.14918 2.25103
C -2.68947 0.97714 2.00407
C -2.11319 0.07170 1.13119
C -2.77101 -1.12033 0.91940
F -2.27551 -2.06502 0.09051
C -3.96969 -1.41062 1.57493
F -4.58034 -2.58492 1.37043
C -4.53294 -0.50106 2.44727
F -5.64311 -0.78102 3.10527
C -3.87104 0.69570 2.65700
F -4.38342 1.59305 3.50427
*
```

Atom-resolved charges from Mulliken, all expressed in e: -1.242, 1.024, -0.746, 0.506, 0.899, 0.452, -0.805, -0.686, -0.855, -1.175, 0.996, 0.447, 0.508, 0.437, 0.669, 0.457, -0.219, 0.675, 0.460, -0.694, 0.317, 0.183, -0.559, 0.231, -1.355, 0.469, 0.408, 0.452, -1.080, 0.365, 0.440, 0.305, -1.221, 0.464, 0.374, 0.302, -1.213, 0.448, 0.431, 0.243, -0.253, 1.051, -0.972, 0.727, -0.267, 0.290, -0.196, 0.460, -0.212, 0.464, -0.206

***

Entry 2:
Formula: C17H23F9NOPSn
Source: the OMol25 dataset
Level of theory: ωB97M-V/def2-TZVPD

Computed properties:
Energy above the lowest of the compared OMol25 structures with the same formula, charge and spin = 59.3 kcal per mole
Lowest unoccupied orbital energy = -8.908 eV
HOMO-LUMO gap = 4.340 eV
Strongest force on any atom = 2.5 eV/A

Structure (ORCA input):
```
! RIJCOSX wB97M-V def2-TZVPD def2/J DEFGRID3
* xyz 2 1
C -2.09257 -0.10376 -3.89433
C -2.03674 -1.17022 -3.00075
C -1.73916 -0.95472 -1.64023
C -1.60868 0.34561 -1.17896
C -1.46576 1.38011 -2.10931
C -1.78356 1.17693 -3.45540
C -1.53429 -2.16056 -0.76398
C -0.31013 -2.97488 -1.26385
N 0.91651 -2.21465 -1.37790
Sn -2.28019 0.86968 0.94610
C -0.91512 2.72228 -1.69091
P 0.77678 2.56379 -1.08482
H -2.21154 -2.18887 -3.35047
H -1.76196 2.02714 -4.13415
H -2.35687 -0.26635 -4.93837
H -1.52948 3.20658 -0.91199
H -0.85622 3.39251 -2.56109
H -1.39905 -1.89413 0.29658
H -2.41630 -2.81664 -0.84024
H -0.11270 -3.79422 -0.54955
C 1.38103 4.01938 -0.28095
C 1.80778 1.88281 -2.35629
H -0.55008 -3.37731 -2.26399
C 1.38667 -1.82526 -2.67369
C 1.89140 -2.27629 -0.32374
H 0.27588 1.35424 -0.05496
H 1.86123 -2.64288 -3.23992
H 0.53711 -1.46399 -3.26116
H 2.12583 -1.01802 -2.57735
H 2.46037 -3.22722 -0.31079
H 2.61618 -1.45229 -0.43100
H 1.38292 -2.18314 0.64506
H 2.12528 2.66434 -3.06647
H 2.69399 1.44063 -1.88227
H 1.28447 1.09352 -2.90780
H 1.23092 4.91442 -0.90830
H 0.84726 4.16625 0.66846
H 2.45583 3.91891 -0.06486
H 1.11570 1.38580 0.03527
F -1.13330 1.81457 3.89410
C -1.22965 0.46741 4.09148
F -0.95614 0.19946 5.39179
F -2.53944 0.14676 3.86140
C -0.30632 -0.29203 3.11243
O -0.73405 -0.22690 1.78154
C 1.12016 0.34394 3.20803
F 1.52519 0.59888 4.48123
F 2.05371 -0.44463 2.61046
F 1.12844 1.52883 2.52580
C -0.28492 -1.79475 3.49421
F 0.37546 -2.06120 4.65540
F -1.55383 -2.26121 3.60662
F 0.29804 -2.53776 2.51200
*
```

Atom-resolved charges from Mulliken, all expressed in e: -0.711, -0.601, 0.730, -0.631, 0.729, -0.928, 0.193, -1.402, 0.389, 0.748, -0.978, 0.727, 0.466, 0.421, 0.444, 0.396, 0.592, -0.549, 0.497, 0.598, -0.998, -1.167, 0.549, -0.746, -0.629, 0.378, 0.316, 0.227, 0.126, 0.299, 0.254, 0.011, 0.454, 0.547, 0.234, 0.420, 0.399, 0.452, -0.026, -0.239, 0.294, -0.197, -0.230, 1.139, -0.391, 0.332, -0.238, -0.227, -0.228, 0.447, -0.236, -0.252, -0.205

***

> Number 2 is which compound?

C17H23F9NOPSn